The following is a quantum chemistry calculation of a cluster of 12 separate species, C74H165N7O12 in total, from the Open Molecules 2025 dataset.

```
258
Properties=species:S:1:pos:R:3:forces:R:3
C 4.79405 -2.00465 -1.42634 0.7 -0.6 1.5
C -1.23975 -5.63331 0.93766 0.4 -0.9 0.3
H 2.02979 8.21319 1.58105 0.1 -0.2 -0.3
H 1.96191 -6.84937 -4.46472 0.0 -0.1 0.1
C 2.16811 -2.19150 -4.77769 0.1 0.3 -1.0
O -2.85599 -4.00000 1.58335 0.0 0.4 0.7
H 2.76115 2.79674 -0.08107 -0.2 0.2 -0.1
O 2.12324 3.20092 8.52738 -0.3 1.1 1.0
H 1.95626 -3.05021 -2.48135 0.1 0.3 -0.4
H 2.57437 0.43090 9.67923 0.1 0.7 0.0
H -3.64746 -0.23500 -2.82646 0.4 0.7 -0.1
H 0.96936 -4.21520 -6.57903 0.8 0.4 -0.1
C -7.77200 1.45111 2.43948 -0.3 1.1 -0.6
H -2.74166 1.77356 1.69216 0.6 0.0 -0.5
H 0.02084 -3.66488 -5.26752 -0.2 -0.3 0.2
H -0.07996 -2.32759 5.71307 0.3 1.0 -0.3
C -4.05577 -2.58074 -6.02781 1.4 0.5 0.5
H 5.59786 3.68992 6.85184 0.1 0.0 0.1
H 3.02272 5.01272 -1.67519 0.0 0.1 0.6
H 6.57306 7.49811 -3.18498 -0.1 0.4 -0.2
H 5.52358 -5.87543 -5.34097 0.0 -0.3 0.1
H 1.80380 -0.86141 6.62577 -0.3 0.1 0.1
C 1.34426 -1.00016 -0.34938 -0.8 0.3 0.3
H 0.54752 3.87940 -0.45127 0.0 0.2 -0.2
C 0.35262 1.66425 2.13051 1.8 -0.5 2.4
H -3.14054 -2.72357 -6.60233 0.0 -0.7 -0.1
H 4.68842 0.80984 -0.90570 0.1 0.0 0.2
H -2.56004 4.89986 -2.74188 -0.6 0.3 -0.2
H 1.11267 2.13774 2.75199 -0.1 0.4 0.3
N -4.67062 -1.48020 -3.90588 -0.6 0.2 0.4
C 6.25571 5.53838 -1.24046 0.7 -0.7 0.2
H -6.44613 2.66329 4.72237 -0.4 0.3 -0.1
C -1.23695 -7.87278 2.32650 0.5 -0.4 -1.2
H 0.78616 -5.30751 -5.26629 -0.5 0.0 0.2
H 2.69332 4.65895 6.38201 0.0 -0.1 0.3
H -5.23359 -0.46604 3.75259 -0.1 0.1 0.1
C 1.58641 -3.85958 -3.11081 -0.2 -0.8 0.5
H 5.05164 -2.89234 -2.00406 -0.5 0.2 -0.5
H -0.51308 -5.55522 -1.07556 0.0 0.1 -0.1
C 3.68617 2.67629 6.83768 -0.2 0.9 -0.7
C -0.28137 -2.58198 4.67248 0.0 -0.1 0.3
H -5.77105 2.92371 -0.11543 -0.4 0.1 -0.2
N 4.87603 7.39431 -0.28239 -1.0 1.0 0.3
H -6.62742 -2.20157 -5.72639 -0.2 -0.1 0.1
C 5.42797 6.78794 -1.51001 -0.3 0.5 -0.7
C 0.15042 3.55465 0.51047 0.7 -0.7 -0.7
H -1.37932 -1.22435 -4.27531 -0.3 -0.3 0.6
H -5.02067 -6.86430 3.30853 -0.1 0.3 0.5
C -6.42869 1.58911 4.53821 -0.2 1.6 1.2
H 5.54020 -0.11209 0.40108 -0.5 -0.2 -0.1
H -6.79749 -0.62422 -6.45238 -0.1 0.3 0.4
H 4.49120 2.03010 5.00772 0.6 -0.1 0.0
H -4.54589 -0.47795 0.07956 0.6 0.6 -0.5
C -3.10496 -3.22941 -3.80404 -0.1 -0.4 -0.5
H 5.65162 4.63395 -1.16843 -0.1 0.0 0.0
H 1.64544 -0.79488 -1.37663 -0.1 -0.5 -0.2
H -6.05241 3.54889 1.98436 -0.3 1.1 -0.2
C -2.66574 -7.63301 2.80005 1.0 0.2 -0.8
H 1.28743 -0.50474 9.20676 -0.7 0.0 -0.4
H -2.52151 0.01116 -4.72482 -0.2 -0.1 0.2
H 5.74663 -5.03639 -3.83133 0.3 0.0 0.0
H 5.68001 -1.09990 -3.57397 0.0 -0.3 0.2
H -0.19254 -3.66140 4.79518 -1.3 -0.6 -0.6
H 3.06805 -6.99479 -5.80190 0.3 0.5 -0.1
H -0.25664 0.48912 7.38464 0.1 -0.1 -0.2
H -4.02376 -3.81586 -3.80538 0.3 -0.6 0.4
H 3.50797 -6.57789 -2.24158 0.3 -0.1 0.1
C -6.05479 -0.25848 3.06655 -0.5 0.2 -0.8
H -6.95221 -0.81805 3.33037 -0.1 0.2 0.8
C -2.77972 3.86968 -2.46157 -0.1 0.8 -1.0
H -2.28059 -3.76263 -4.27752 0.0 -0.2 -0.2
H -2.23127 -5.87078 -0.92900 -0.2 0.2 -0.1
C -2.73989 1.18998 4.79648 -0.9 -0.3 -0.4
H 5.37961 2.63936 8.29069 0.0 -0.6 -0.5
O 5.91804 7.69419 0.63795 -0.2 -0.8 0.1
C 3.39392 -5.56405 -2.62527 -1.1 0.1 -0.2
O 3.19700 0.97912 -3.20623 -1.3 -0.7 1.2
C 0.91385 -4.24858 -5.49095 -0.2 -0.5 0.0
H -3.28288 -8.22027 2.12007 -0.2 0.0 0.0
C 2.50760 -0.07644 6.90254 0.7 0.6 -1.4
C -5.76227 -0.67285 -4.48952 0.4 1.5 -1.2
C 6.36862 7.85672 -2.17617 0.2 -1.0 0.7
H -3.62689 -0.38039 1.55726 0.1 0.4 0.3
H -2.13302 -0.34127 -0.46961 0.1 -0.1 0.3
H 4.77224 -2.38428 -0.40482 0.5 0.0 0.4
H -3.46207 -3.92948 0.84221 -0.2 0.2 -0.1
H 0.85729 -4.90182 0.78983 -0.1 0.2 0.1
O -1.51011 -1.93949 4.28845 0.8 -0.9 0.5
H 5.09051 1.04960 6.39017 0.0 -0.1 0.0
H -0.31549 2.94082 -3.63014 -0.2 -0.1 0.2
C 3.10817 0.52290 5.59112 -0.1 -0.6 1.1
C 5.57983 0.24787 -0.62701 1.4 -0.5 -0.1
H 2.10484 5.99737 -2.72534 0.2 0.4 -0.3
H 6.48036 0.86122 -0.59619 -0.3 0.6 -0.3
C -0.33946 -0.56267 1.54847 -1.0 -0.6 -1.7
H -5.45514 -2.20768 -7.57915 0.6 0.2 -0.6
H -6.88933 -0.24049 -2.66394 0.5 0.0 0.1
H -4.95113 -6.34406 1.70798 0.2 0.1 -0.3
H -0.35658 -7.68956 2.94251 -0.5 0.9 0.7
C 2.03335 -3.70513 -4.59924 0.7 0.4 0.5
C -3.08401 -6.13747 2.76140 0.2 1.0 1.8
H -7.29016 -1.73208 -3.43470 -0.5 0.0 -0.3
H 0.51820 -2.39409 3.95590 0.3 0.7 0.3
C -5.62352 1.84374 -0.11612 0.2 0.3 -0.1
H 2.73012 2.69157 1.70226 -0.3 0.4 -0.1
H 0.18086 -0.01117 3.57562 0.2 0.0 -0.1
O 3.79746 -4.17619 -6.13582 0.1 -0.4 0.2
H 3.76114 -1.66057 -1.47924 0.1 0.2 -1.0
H -4.58209 -3.51818 -5.84807 0.1 -0.1 -0.1
H 1.60329 6.80124 -0.49749 -0.1 -0.1 0.3
H -0.23928 -1.64007 1.67990 0.2 -0.3 -0.3
N 2.71749 2.19851 7.83605 1.0 -1.9 -1.2
H 6.87661 -1.26952 -1.56761 0.0 -0.3 0.7
H -4.38768 -0.78265 -7.21866 0.0 0.0 -0.1
C -1.03146 -7.21439 0.96301 -0.2 1.1 0.1
H -2.13871 3.74874 -1.58832 0.2 -0.8 -0.2
H -5.57078 1.29857 5.14457 0.1 -0.5 -0.5
H 1.47147 3.60418 7.94930 -0.4 0.4 -0.3
H 0.91854 1.18465 9.67673 0.2 -0.1 0.2
H 4.23633 7.35640 -3.24363 -0.4 0.0 0.1
H 5.61076 -6.79589 -3.77512 -0.3 -0.1 -0.1
C -2.27931 -1.04260 -4.86275 -0.6 -0.1 -0.6
C -7.03429 -0.69355 -3.64467 0.5 -0.3 1.0
C 1.62156 0.53171 9.15951 0.0 -0.4 -0.3
H 2.48513 5.66992 1.61809 0.0 0.0 0.0
C 0.50354 0.15614 2.54800 -0.9 1.0 -2.0
H -5.30849 1.44948 -3.81619 0.3 -0.5 0.5
H -5.11504 -5.10977 2.90630 0.5 0.1 0.4
H -2.73581 -6.09792 5.05741 -0.6 -0.6 -0.3
H 0.09408 2.16960 7.56782 -0.5 0.1 0.1
H 1.44803 -0.32649 2.29678 0.8 0.8 0.9
H 4.60155 4.10035 8.27656 -0.4 0.4 -0.5
H -3.30225 0.46278 4.21078 0.2 -0.4 0.1
C -4.74749 1.49680 1.06641 0.5 -2.0 0.0
H 2.29056 -1.88409 -5.81625 0.1 -0.3 -0.3
O -5.24791 3.34569 2.46716 -0.9 0.4 -0.2
C -4.61227 -6.05526 2.70291 -0.3 -0.8 -0.5
C -4.55057 -0.05009 1.08206 -1.5 -0.9 -0.1
H -0.93574 3.59474 0.42822 0.0 -0.5 0.2
N -5.26696 1.96357 2.38927 1.6 -2.1 0.2
C 3.72064 -5.61650 -4.12518 0.7 0.0 -1.4
H -3.40621 3.06335 0.64122 0.4 0.4 0.3
H 2.27049 3.44299 5.20692 -0.2 -0.5 0.2
C 2.59518 7.06377 -0.86537 -0.8 -0.9 0.5
H -0.03617 -7.46982 0.59933 0.2 0.3 -0.1
H -0.23979 -3.97341 1.93855 0.3 0.2 -0.3
H 3.32202 -0.59851 7.40479 0.1 0.3 0.5
C -3.31213 1.98743 0.78833 -1.6 1.5 0.5
H 6.90414 5.56862 -0.36483 -0.5 0.5 0.6
C -3.52264 -2.04142 -4.66188 0.3 1.3 0.5
C -6.10906 -1.25721 -5.89247 0.5 -0.3 0.2
O 0.62480 1.41674 -1.60449 -0.3 0.5 0.6
O -4.25300 -0.95468 -2.63416 -0.6 -0.7 -0.6
C 5.25778 -5.89900 -4.28414 -0.8 1.6 0.0
C -1.19896 -0.77630 -0.82509 0.7 1.1 -0.3
C 1.82076 1.02124 7.69902 0.7 -1.0 0.5
C 3.08622 8.21182 1.31260 1.5 0.7 -0.7
H 3.86531 3.34120 -3.02749 -0.7 -0.1 -0.2
H 1.64806 2.66373 -4.60452 0.3 0.3 0.3
H 1.15395 -2.05158 -0.13394 0.4 -0.2 -0.4
C 1.90951 -5.14218 -2.34074 1.7 0.1 -0.9
H -1.68421 1.04366 4.56794 0.2 0.6 -0.5
C 0.05864 -4.93917 1.53068 -1.8 -0.8 0.4
H -1.87628 -1.09786 -5.87400 -0.3 -0.2 -0.4
H -4.53219 0.97996 -5.30820 0.0 0.0 -0.2
H 2.47793 8.11600 -1.12455 0.2 -0.1 -1.0
H -1.71567 1.70536 -2.51408 0.3 -0.8 0.6
C -2.52426 -5.58157 4.12107 0.1 0.6 -0.3
H 2.72268 1.26206 0.74767 0.3 -0.1 0.0
C -2.53419 2.93015 -3.64274 1.5 -1.0 1.1
C 0.02556 -0.24765 -0.01425 0.0 -0.6 1.7
H 7.04352 5.35716 -1.97163 -0.4 0.1 -0.8
H -3.34639 2.90530 -4.36926 0.0 0.3 0.1
C 4.22351 1.53337 5.94030 -1.2 -0.2 -0.3
H 4.63453 5.64603 -3.22280 0.4 0.2 -0.1
H -1.60931 -4.20731 -0.71405 0.0 0.0 0.1
H -1.05862 2.33357 -5.14096 0.0 -0.4 0.3
H 3.78573 4.19700 5.13286 0.5 -0.2 0.3
H -1.41328 -0.42624 1.67650 -0.1 0.6 0.0
H -5.03527 1.60188 -1.00131 -0.2 0.0 -0.2
C 4.88710 3.30798 7.58466 -0.4 0.2 0.3
O -3.29169 2.47256 4.53747 1.3 0.4 1.0
H -1.09998 -0.38273 -1.83673 0.1 -0.4 -0.3
H -1.06761 -8.94016 2.18463 -0.4 -0.3 -0.2
H -1.43629 -5.61742 4.06505 0.1 0.3 -0.1
H 1.25449 -1.67752 -4.47900 0.0 0.0 0.5
C -5.71164 -0.81517 1.71013 0.1 -0.2 0.1
C 3.01855 -6.80819 -4.72913 -0.5 -1.0 0.2
C 3.59908 1.67592 -4.36142 -1.8 -0.8 -0.5
C 0.77881 2.10857 0.75213 -0.6 1.7 -0.5
H 4.18977 0.92760 -4.88981 0.4 0.5 -0.7
H 1.52042 1.07988 -1.68185 0.6 0.0 -0.5
H 1.76165 -4.94777 -1.27845 0.0 -0.1 0.0
H -1.30788 -1.86067 -0.84454 0.3 0.0 0.1
H -1.70771 -2.18342 3.38123 -0.1 -0.2 -0.2
O -2.53096 1.61613 -3.01300 -0.3 0.1 -0.5
H 3.41036 -0.35438 5.01913 0.6 0.3 -0.3
H 4.13759 -4.92994 -2.14261 -0.3 0.2 0.2
H -7.83285 -0.07297 -4.05121 -0.1 -0.5 -0.6
H -6.27413 1.33534 -5.18071 0.0 -0.2 -0.5
O 5.68681 -0.41576 -2.90053 -0.1 1.7 -1.4
H -8.01692 2.49813 2.26101 0.1 0.5 0.3
C -4.92543 -1.64010 -6.81406 -1.4 0.1 1.2
H 3.68382 8.26002 2.22290 0.0 -0.4 0.1
H -7.33451 1.15996 4.96650 0.1 0.0 0.1
C -1.41470 -5.26495 -0.53621 0.1 -0.3 0.1
H -2.79720 -3.02778 -2.77801 -0.2 0.5 -0.1
H 3.99644 0.70493 -2.75092 0.3 -0.3 -0.1
H -2.79932 0.91068 5.84841 -0.4 0.2 0.2
H 4.61372 3.59945 -4.58247 0.1 -0.1 -0.2
H 0.45906 4.31001 1.23314 0.2 -0.3 0.3
H 2.33782 0.99816 4.98383 -0.1 0.2 0.1
H 4.24574 5.75209 1.89500 -0.1 0.5 0.5
H -3.81820 3.70172 -2.17617 0.0 0.4 0.3
H 5.99507 8.87989 -2.13519 -0.4 -0.2 -0.3
C 0.44758 1.26242 7.07776 -0.5 1.3 0.8
C 4.34856 2.82839 -3.85911 1.6 1.6 0.3
C -5.42991 0.83389 -4.70748 0.2 0.2 0.1
H 2.17048 -0.64882 0.26870 -0.1 -0.1 0.2
N 0.22148 1.20081 -0.27084 -1.3 -0.3 0.8
H -6.60198 -0.93424 1.09270 -0.2 0.9 -0.4
C 3.45836 5.79015 1.14221 1.2 -0.7 0.3
H 2.45122 2.43382 -6.12985 0.3 -0.2 0.0
H 0.49772 -3.84584 -3.05921 -0.2 0.7 -0.3
C -6.39366 1.28905 3.07864 0.8 -2.5 -0.8
H 3.52920 -7.65214 -4.26533 -0.4 -0.4 -0.1
H 1.67850 1.09292 -5.20991 0.3 -0.3 -0.3
H 3.15079 -4.66449 -6.65057 -0.2 -0.3 -0.5
H 3.72711 4.86946 0.62432 -0.5 0.1 -0.7
H -7.84993 1.05496 1.42701 0.1 -0.5 0.2
H 3.37090 9.11597 0.77449 -0.5 0.5 0.1
C -1.15032 3.04786 -4.32275 -0.8 0.7 -0.7
C 3.07801 3.78685 5.85328 0.0 -0.2 0.5
C 5.85127 -0.90170 -1.60617 -1.5 -0.9 0.6
H -3.99444 2.47019 3.88346 0.0 -0.6 -0.3
H 0.36056 -5.55815 2.37555 0.3 0.1 0.1
H 7.32754 7.85315 -1.65793 0.1 0.0 0.1
H -1.02699 3.99735 -4.84366 -0.1 0.4 0.2
C 2.93109 6.04402 -2.01595 0.9 1.8 0.9
H -0.54633 2.13283 2.53102 -0.5 -0.5 -0.5
N -2.54286 -5.35236 1.61150 1.1 -2.5 -0.6
H -2.73167 -8.06647 3.79798 -0.6 0.4 0.1
H 0.31786 1.49284 6.02032 0.6 -0.4 -0.2
H 1.22536 -5.94099 -2.62701 0.1 -0.2 0.0
H -6.56056 1.28767 -0.14530 0.0 0.2 0.0
N 3.38539 -4.30958 -4.80928 -0.2 0.3 2.3
C 4.29361 6.47586 -2.60373 0.1 -0.2 0.8
C 2.33066 2.27873 0.77593 -0.2 -1.3 -0.6
H 5.26183 2.46334 -3.38923 0.4 0.0 -0.2
C 2.30377 1.98360 -5.14818 0.0 0.1 0.5
H 6.03747 8.64544 0.58828 -0.1 0.2 -0.1
C 3.54923 7.09656 0.35759 0.1 -1.3 -1.0
H 3.04992 -1.80329 -4.26798 -0.2 0.0 0.4
H -2.84515 -4.55844 4.31684 0.2 0.2 -0.3
H -1.72935 -7.61302 0.22670 -0.2 -0.2 0.1
H -5.50119 -1.88149 1.79236 0.7 -0.1 0.3
H -8.59618 1.09602 3.05814 0.2 -0.3 0.0
H -2.96775 1.65244 -0.19008 0.3 -0.6 0.4
```
Forces are in eV/Å.

For the total energy, the calculation gives -114402.1545 eV. The value obtained for the orbital gap is 8.415 eV. The value obtained for the LUMO energy is 0.41 eV.

These are the Löwdin partial charges, in e, on atoms 1 to 99:
1 C -0.0430
2 C -0.4462
3 H 0.0899
4 H 0.0658
5 C -0.0378
6 O -0.0108
7 H 0.0664
8 O -0.0063
9 H 0.0913
10 H 0.0856
11 H 0.0418
12 H 0.0824
13 C -0.0248
14 H 0.0806
15 H 0.0699
16 H 0.0751
17 C -0.1465
18 H 0.0824
19 H 0.0773
20 H 0.0797
21 H 0.0778
22 H 0.1015
23 C -0.0237
24 H 0.0654
25 C -0.1229
26 H 0.1106
27 H 0.0650
28 H 0.0809
29 H 0.0914
30 N -0.0796
31 C -0.0454
32 H 0.0915
33 C -0.1963
34 H 0.0735
35 H 0.0707
36 H 0.1078
37 C -0.1232
38 H 0.0637
39 H 0.0595
40 C -0.4582
41 C -0.1493
42 H 0.0860
43 N -0.1023
44 H 0.1131
45 C -0.4628
46 C -0.0066
47 H 0.0603
48 H 0.0818
49 C -0.0465
50 H 0.0849
51 H 0.1164
52 H 0.1069
53 H 0.1078
54 C -0.0422
55 H 0.0703
56 H 0.0649
57 H 0.0880
58 C -0.1357
59 H 0.0777
60 H 0.0428
61 H 0.0708
62 H 0.1055
63 H 0.0582
64 H 0.0881
65 H 0.0915
66 H 0.0850
67 H 0.1165
68 C -0.1276
69 H 0.1220
70 C -0.0376
71 H 0.0727
72 H 0.0882
73 C -0.1545
74 H 0.0807
75 O -0.0203
76 C -0.1135
77 O -0.0856
78 C -0.0229
79 H 0.1186
80 C -0.1327
81 C -0.4864
82 C -0.0422
83 H 0.0999
84 H 0.0550
85 H 0.0809
86 H 0.1028
87 H 0.0615
88 O -0.1105
89 H 0.1159
90 H 0.0609
91 C -0.1624
92 C -0.0302
93 H 0.1059
94 H 0.0815
95 C -0.1431
96 H 0.1103
97 H 0.0665
98 H 0.0814
99 H 0.1048